ORCA calculation (the ωB97M-V functional and the def2-TZVPD basis) on one molecule with the formula C5H7NO3 at a distorted geometry.

The geometry in ORCA input format:
```
! RIJCOSX wB97M-V def2-TZVPD def2/J DEFGRID3
* xyz 0 1
C 2.419 0.477 -0.401
C -0.921 0.823 -0.039
C 1.183 -0.144 -1.060
C 0.104 -0.226 -0.066
C -1.928 0.599 1.064
N 2.310 0.821 0.792
O -0.870 1.783 -0.786
O 1.244 0.657 1.424
O -0.218 -1.476 0.236
H 3.420 0.714 -0.771
H 0.778 0.389 -1.830
H 1.573 -1.065 -1.465
H -2.400 1.488 1.396
H -1.733 -0.178 1.807
H -2.731 -0.037 0.604
H 0.287 -1.969 0.876
*
```

Properties
- energy relative to the best compared isomer or geometry (same formula, charge and spin) (kJ/mol) = 516.9

Atom charges from the Löwdin analysis, given in e for atoms 1 to 2: -0.11, -0.39

***

ORCA calculation (the ωB97M-V functional and the def2-TZVPD basis) on a 4-piece molecular cluster, C2H13N2O3 overall at a distorted geometry.

The geometry in ORCA input format:
```
! RIJCOSX wB97M-V def2-TZVPD def2/J DEFGRID3
* xyz 1 1
C 1.890 -0.716 0.553
N -1.159 0.991 1.528
C 0.109 0.671 1.409
N 0.478 -0.437 0.829
H 2.468 0.198 0.515
H 1.939 -1.146 -0.441
H 2.322 -1.310 1.325
H -1.921 0.354 1.443
H -1.473 1.864 1.919
H 0.884 1.369 1.698
H -0.134 -1.250 0.784
H -1.969 -0.357 -2.492
H -1.066 0.808 -2.461
O -1.571 0.251 -1.855
H 0.990 1.720 -1.573
H 2.065 2.754 -1.191
O 1.410 2.148 -0.823
H -2.424 -2.424 -0.119
H -1.319 -3.212 -0.612
O -1.520 -2.278 -0.439
*
```

Properties
- energy relative to the best compared isomer or geometry (same formula, charge and spin) (kJ/mol) = 54.4

Atom charges from the Löwdin analysis, given in e for atoms 1 to 2: -0.03, 0.20

***

ORCA calculation (the ωB97M-V functional and the def2-TZVPD basis) on one molecule with the formula C3H5NOS2 at a distorted geometry.

The geometry in ORCA input format:
```
! RIJCOSX wB97M-V def2-TZVPD def2/J DEFGRID3
* xyz 0 1
C 0.521 -0.231 0.603
C 1.315 1.115 0.650
C -0.810 0.206 0.035
H 1.422 -0.963 -1.479
H 0.434 -0.626 1.581
H 2.423 1.089 0.347
H 1.194 1.606 1.562
H -1.213 2.032 -1.022
N -0.576 1.451 -0.504
O 0.689 1.973 -0.328
S 1.423 -1.562 -0.264
S -2.166 -0.664 0.104
*
```

Properties
- structure (SMILES) = S=C1NOC[C@@H]1S
- energy relative to the best compared isomer or geometry (same formula, charge and spin) (kJ/mol) = 230.9

Atom charges from the Löwdin analysis, given in e for atoms 1 to 2: -0.63, -0.16

***

ORCA calculation (the ωB97M-V functional and the def2-TZVPD basis) on C27H52AlBCl2N4O2P2 as an isolated structure.

The geometry in ORCA input format:
```
! RIJCOSX wB97M-V def2-TZVPD def2/J DEFGRID3
* xyz 2 1
Al -0.385 -0.578 0.025
C 0.771 -4.764 -1.276
C 1.398 -4.003 -0.105
C 2.760 -4.614 0.242
C 0.471 -4.112 1.114
P 1.478 -2.180 -0.495
C 2.680 -1.497 0.747
N 2.338 -0.139 1.090
B 1.094 0.505 0.877
N 1.187 1.811 1.401
C 0.138 2.800 1.515
P -1.310 2.376 0.421
C -2.754 2.941 1.487
C -2.619 4.323 2.138
C -4.040 2.893 0.657
C -2.859 1.891 2.605
C -1.052 3.508 -1.060
C 0.420 3.376 -1.476
C -1.362 4.985 -0.816
C -1.914 2.988 -2.218
C 2.474 1.969 1.925
C 3.069 3.054 2.552
C 4.386 2.919 2.966
C 5.091 1.734 2.770
C 4.502 0.640 2.153
C 3.188 0.770 1.730
C 2.248 -1.775 -2.151
C 1.179 -1.904 -3.240
C 2.710 -0.311 -2.114
C 3.451 -2.659 -2.487
H 0.589 -5.796 -0.966
H 1.427 -4.795 -2.145
H -0.188 -4.327 -1.566
H 2.595 -5.636 0.591
H 3.272 -4.080 1.045
H 3.423 -4.665 -0.618
H 0.372 -5.165 1.388
H -0.527 -3.726 0.896
H 0.868 -3.584 1.985
H 3.681 -1.555 0.308
H 2.682 -2.147 1.626
H 0.512 3.794 1.258
H -0.210 2.857 2.548
H -2.774 5.129 1.425
H -1.652 4.474 2.619
H -3.383 4.422 2.912
H -4.039 3.630 -0.146
H -4.893 3.117 1.302
H -4.205 1.902 0.222
H -2.016 1.941 3.298
H -2.911 0.876 2.200
H -3.769 2.068 3.181
H 1.099 3.867 -0.778
H 0.557 3.846 -2.453
H 0.727 2.329 -1.559
H -0.839 5.375 0.059
H -2.429 5.164 -0.689
H -1.033 5.567 -1.681
H -1.526 2.033 -2.598
H -1.859 3.684 -3.058
H -2.967 2.870 -1.957
H 2.528 3.977 2.719
H 4.875 3.750 3.458
H 6.116 1.663 3.111
H 5.053 -0.283 2.018
H 0.340 -1.225 -3.049
H 0.783 -2.912 -3.338
H 1.609 -1.620 -4.203
H 1.885 0.374 -1.909
H 3.115 -0.054 -3.096
H 3.490 -0.127 -1.375
H 3.165 -3.694 -2.666
H 4.215 -2.637 -1.707
H 3.912 -2.285 -3.404
C -3.777 -1.880 2.747
O -3.927 -1.405 1.367
C -2.862 -1.170 0.694
O -1.691 -1.336 1.123
N -3.065 -0.695 -0.554
N -1.912 -0.543 -1.355
H -4.789 -1.928 3.129
H -3.176 -1.172 3.309
H -3.316 -2.863 2.733
H -3.980 -0.666 -0.976
H -1.917 0.410 -1.729
H -1.938 -1.220 -2.126
Cl -2.253 -2.925 -3.904
C -2.844 -4.315 -2.973
Cl -3.018 -3.921 -1.252
H -2.126 -5.120 -3.061
H -3.818 -4.597 -3.352
*
```

Properties
- energy relative to the best compared isomer or geometry (same formula, charge and spin) (kJ/mol) = 0.0

Atom charges from the Löwdin analysis, given in e for atoms 1 to 2: 0.45, -0.08

***

ORCA calculation (the ωB97M-V functional and the def2-TZVPD basis) on a 2-piece molecular cluster, CH2BNO overall at a distorted geometry.

The geometry in ORCA input format:
```
! RIJCOSX wB97M-V def2-TZVPD def2/J DEFGRID3
* xyz 0 3
B -0.277 -0.519 -0.441
C -0.841 0.727 -0.964
N -1.243 1.721 -1.395
O 0.781 0.065 1.766
H -0.048 -1.633 -0.603
H 1.628 -0.362 1.638
*
```

Properties
- energy relative to the best compared isomer or geometry (same formula, charge and spin) (kJ/mol) = 121.3

Atom charges from the Löwdin analysis, given in e for atoms 1 to 2: 0.06, -0.28

***

ORCA calculation (the ωB97M-V functional and the def2-TZVPD basis) on a 2-piece molecular cluster, C4H10NO3 overall at a distorted geometry.

The geometry in ORCA input format:
```
! RIJCOSX wB97M-V def2-TZVPD def2/J DEFGRID3
* xyz 1 3
C 2.106 0.196 -1.425
C 1.254 0.439 -0.422
C -0.527 -1.253 -1.260
C -0.017 -0.207 -0.262
N -0.768 0.021 0.762
O -1.829 -1.571 -0.880
O -0.423 -0.865 -2.580
O -0.585 1.388 3.185
H 3.052 0.708 -1.476
H 1.886 -0.502 -2.217
H 1.504 1.149 0.356
H 0.146 -2.125 -1.151
H -1.657 -0.476 0.815
H -0.538 0.640 1.559
H 0.193 1.539 3.731
H -2.174 -2.296 -1.417
H -1.113 -0.229 -2.812
H -1.355 1.560 3.735
*
```

Properties
- energy relative to the best compared isomer or geometry (same formula, charge and spin) (kJ/mol) = 0.0

Atom charges from the Löwdin analysis, given in e for atoms 1 to 2: 0.13, 0.02

***

ORCA calculation (the ωB97M-V functional and the def2-TZVPD basis) on a 4-piece molecular cluster, C22H36N2O9P2S3 overall at a distorted geometry.

The geometry in ORCA input format:
```
! RIJCOSX wB97M-V def2-TZVPD def2/J DEFGRID3
* xyz 0 1
C 1.880 -2.380 -0.843
P 2.108 -0.877 -2.012
C 3.823 -0.167 -1.620
C 0.778 0.356 -1.405
C 1.147 1.838 -1.090
N 0.267 2.846 -0.598
C -1.053 2.286 -0.478
C -2.192 3.252 0.055
C -3.669 2.832 0.225
O -4.652 3.762 0.696
C -4.087 1.378 -0.165
C -2.992 0.391 -0.668
P -3.552 -1.359 -1.122
O -3.621 -2.382 0.268
O -2.600 -2.038 -2.378
C -1.474 0.836 -0.815
N -0.544 -0.164 -1.266
H 2.577 -3.258 -1.109
H 2.071 -1.971 0.225
H 0.786 -2.755 -0.828
H 3.742 0.402 -0.632
H 4.087 0.540 -2.498
H 4.581 -1.021 -1.546
H 2.245 2.155 -1.273
H -1.901 4.316 0.343
H -4.641 3.736 1.686
H -5.173 1.032 -0.087
H -2.754 -2.830 0.415
H -2.092 -2.826 -2.051
C -6.347 0.218 4.842
C -7.263 1.382 4.461
C -6.551 2.676 4.860
S -4.798 2.325 4.785
O -4.255 2.408 6.120
O -4.216 3.039 3.669
C -4.960 0.604 4.346
H -6.683 -0.723 4.401
H -6.336 0.097 5.930
H -7.433 1.373 3.379
H -8.239 1.304 4.946
H -6.786 3.492 4.175
H -6.794 2.967 5.883
H -4.161 0.025 4.809
H -4.896 0.530 3.257
C 1.385 -8.390 -1.421
C 0.473 -7.226 -1.814
C 1.186 -5.931 -1.419
S 2.939 -6.285 -1.482
O 3.474 -6.195 -0.143
O 3.528 -5.579 -2.597
C 2.776 -8.009 -1.911
H 1.050 -9.333 -1.857
H 1.390 -8.503 -0.332
H 0.310 -7.241 -2.897
H -0.505 -7.300 -1.335
H 0.956 -5.118 -2.110
H 0.937 -5.633 -0.399
H 3.571 -8.586 -1.440
H 2.845 -8.090 -2.998
C 6.452 5.731 -1.254
C 5.188 6.473 -1.695
C 4.382 5.520 -2.579
S 4.794 3.866 -2.036
O 5.491 3.190 -3.106
O 3.647 3.282 -1.373
C 5.986 4.354 -0.803
H 6.974 6.260 -0.454
H 7.138 5.636 -2.102
H 4.599 6.745 -0.813
H 5.426 7.397 -2.227
H 3.308 5.679 -2.469
H 4.665 5.611 -3.629
H 6.792 3.622 -0.754
H 5.469 4.408 0.158
*
```

Properties
- structure (SMILES) = CP(C)c1cnc2cc(O)cc(P(O)O)c2n1.O=S1(=O)CCCC1.O=S1(=O)CCCC1.O=S1(=O)CCCC1
- calculated total energy (eV) = -95882.2639

Atom charges from the Löwdin analysis, given in e for atoms 1 to 2: -0.32, 0.87

***

ORCA calculation (the ωB97M-V functional and the def2-TZVPD basis) on C3H12ClCrN6O3 as an isolated structure at a distorted geometry.

The geometry in ORCA input format:
```
! RIJCOSX wB97M-V def2-TZVPD def2/J DEFGRID3
* xyz 1 5
Cr 15.897 -4.384 23.604
Cl 16.150 -8.761 24.194
C 10.896 -5.086 25.895
O 11.876 -4.424 25.539
N 10.881 -6.340 26.041
N 9.797 -4.613 26.357
H 10.180 -6.851 26.558
H 11.660 -6.817 25.609
H 9.904 -3.614 26.458
H 9.059 -5.186 26.739
C 21.788 -11.475 23.432
O 22.929 -11.930 23.400
N 21.082 -11.506 24.499
N 21.113 -11.115 22.406
H 21.544 -11.742 25.366
H 20.137 -11.151 24.485
H 21.568 -11.147 21.504
H 20.119 -10.977 22.523
C 17.425 -4.242 29.288
O 17.199 -4.050 28.094
N 17.499 -5.483 29.751
N 17.596 -3.301 30.135
H 17.559 -6.162 29.006
H 17.581 -5.725 30.728
H 17.616 -2.381 29.718
H 17.858 -3.416 31.103
*
```

Properties
- calculated total energy (eV) = -59320.6266

Atom charges from the Löwdin analysis, given in e for atoms 1 to 2: 0.94, 0.04